# C47H44BN4OP2S2Sn

A molecular structure, C47H44BN4OP2S2Sn (the ωB97M-V functional and the def2-TZVPD basis, the Open Molecules 2025 dataset).

Values from the calculation:
Orbital gap = 7.229 eV
ΔE to the lowest compared entry with this formula, charge and spin = 0.0 kcal/mol
Multiplicity = 1
Total charge = +3
HOMO energy = -0.579 hartree
LUMO = -8.529 eV

Structure (XYZ):
```
102
Properties=species:S:1:pos:R:3:forces:R:3:mulliken_charge:R:1
Sn 0.304 -0.621 -0.101 -0.030 0.009 -0.023 2.351
C 2.477 -2.031 -4.775 -0.002 -0.006 0.002 -0.832
N 1.523 -2.804 -3.981 0.015 0.021 0.011 0.260
C 0.807 -3.893 -4.431 -0.023 0.009 -0.013 -0.516
C 0.085 -4.352 -3.383 0.033 -0.048 0.010 -0.744
N 0.383 -3.569 -2.287 -0.041 0.032 -0.007 0.580
B -0.269 -3.669 -0.890 0.016 -0.004 0.010 0.507
N 0.784 -4.046 0.190 -0.030 0.001 -0.001 0.699
C 1.543 -5.198 0.173 -0.003 0.000 -0.034 -0.651
C 2.273 -5.238 1.310 0.006 -0.013 0.021 -0.627
N 1.965 -4.102 2.022 -0.001 0.011 0.009 0.225
C 2.493 -3.763 3.343 0.003 -0.009 -0.020 -0.682
C 1.059 -3.398 1.325 0.041 -0.005 0.024 -0.123
S 0.366 -1.915 1.952 -0.016 0.019 0.008 -0.529
C 1.247 -2.630 -2.679 0.025 -0.032 -0.015 -0.294
S 1.997 -1.400 -1.702 -0.009 0.016 0.024 -0.210
H 2.245 -2.175 -5.826 -0.003 0.005 -0.001 0.333
H 3.492 -2.370 -4.579 -0.002 -0.002 0.005 0.334
H 2.388 -0.977 -4.523 -0.004 0.004 -0.007 0.334
H 0.879 -4.239 -5.448 -0.002 0.003 0.003 0.519
H -0.612 -5.168 -3.317 0.008 -0.001 0.003 0.595
H -1.175 -4.447 -0.921 -0.002 0.002 0.000 -0.134
H -0.688 -2.559 -0.609 -0.019 -0.008 -0.008 -1.119
H 1.490 -5.900 -0.641 0.002 0.004 0.001 0.564
H 2.968 -5.970 1.681 -0.003 0.002 -0.003 0.498
H 3.335 -4.416 3.548 -0.001 0.001 0.002 0.321
H 1.729 -3.910 4.103 0.002 0.005 0.003 0.350
H 2.827 -2.729 3.345 0.002 0.008 0.011 0.191
C -2.484 4.264 3.808 -0.004 0.021 0.006 -1.683
C -2.093 2.778 3.735 0.006 -0.037 -0.005 1.230
C -2.442 2.074 5.059 -0.003 0.010 -0.003 -1.629
C -0.597 2.666 3.487 -0.042 0.025 0.038 0.823
C 0.324 3.222 4.378 0.059 -0.010 -0.012 -0.328
C 1.693 3.153 4.170 -0.062 -0.011 -0.012 -1.559
C 2.188 2.529 3.037 -0.003 0.023 0.056 -0.642
C 1.297 1.968 2.125 0.075 -0.005 -0.023 0.395
P 1.851 1.316 0.556 0.087 -0.049 -0.057 1.444
C 3.489 0.624 0.771 -0.009 -0.027 -0.007 0.538
C 3.785 -0.127 1.913 0.016 -0.010 0.004 -0.545
C 5.048 -0.674 2.062 -0.013 -0.006 -0.007 -1.011
C 6.009 -0.490 1.074 -0.002 -0.008 -0.007 -0.662
C 5.711 0.244 -0.066 0.001 -0.008 0.003 -0.843
C 4.452 0.803 -0.223 -0.010 0.021 -0.002 -0.419
C 1.914 2.620 -0.669 -0.041 0.077 0.085 0.061
C 1.252 2.530 -1.888 0.023 -0.009 -0.049 0.393
C 1.343 3.573 -2.799 -0.025 -0.020 0.012 -0.960
C 2.087 4.701 -2.489 0.012 0.017 0.008 -0.651
C 2.747 4.795 -1.268 -0.005 -0.005 -0.020 -0.810
C 2.663 3.759 -0.356 0.014 -0.006 0.017 -0.414
C -0.072 2.035 2.378 -0.087 -0.016 -0.058 -1.051
O -0.862 1.422 1.420 0.027 0.022 0.029 0.189
C -2.232 1.468 1.551 -0.061 -0.067 -0.086 -0.509
C -2.944 0.800 0.549 0.127 0.035 0.067 -0.249
C -4.338 0.795 0.587 -0.016 0.012 0.000 -0.712
C -4.991 1.463 1.607 0.003 -0.008 0.000 -1.492
C -4.255 2.096 2.597 0.000 -0.007 -0.005 -0.342
C -2.861 2.108 2.603 0.006 0.021 0.026 0.944
P -2.130 -0.094 -0.771 -0.017 0.058 0.020 2.256
C -3.042 -1.609 -1.004 -0.006 0.001 0.076 0.506
C -3.375 -2.337 0.144 0.017 -0.005 -0.036 -0.702
C -4.082 -3.518 0.021 -0.011 -0.014 -0.027 -0.791
C -4.453 -3.975 -1.240 -0.002 -0.015 0.032 -0.642
C -4.121 -3.253 -2.377 0.008 0.025 -0.017 -0.751
C -3.410 -2.066 -2.267 -0.013 -0.009 -0.023 -0.477
C -2.034 0.862 -2.277 0.053 -0.024 -0.028 0.487
C -2.664 2.100 -2.374 -0.016 0.002 -0.025 -0.898
C -2.602 2.802 -3.571 -0.013 0.007 0.023 -0.786
C -1.920 2.272 -4.655 0.023 -0.001 -0.006 -0.933
C -1.276 1.042 -4.553 -0.005 0.015 -0.004 -0.676
C -1.326 0.336 -3.365 0.021 0.036 0.032 -0.326
H -1.960 4.760 4.625 0.003 -0.005 -0.003 0.424
H -3.551 4.374 3.998 0.003 -0.004 -0.004 0.404
H -2.243 4.782 2.880 -0.001 -0.003 0.000 0.369
H -1.912 2.538 5.891 -0.003 -0.001 0.000 0.431
H -2.173 1.018 5.027 -0.002 0.002 0.001 0.323
H -3.508 2.152 5.268 0.004 -0.001 0.003 0.427
H -0.043 3.727 5.262 0.001 -0.003 0.000 0.493
H 2.372 3.596 4.885 -0.001 -0.003 0.002 0.477
H 3.255 2.481 2.862 0.000 -0.005 -0.008 0.604
H 3.044 -0.253 2.694 -0.009 0.018 -0.008 0.728
H 5.295 -1.227 2.959 0.003 -0.003 -0.005 0.489
H 6.998 -0.910 1.200 -0.001 0.003 0.002 0.460
H 6.466 0.396 -0.826 -0.001 0.000 0.002 0.500
H 4.230 1.394 -1.103 0.001 -0.007 0.001 0.459
H 0.672 1.653 -2.148 -0.026 -0.054 0.000 0.243
H 0.833 3.501 -3.749 -0.009 0.003 -0.012 0.520
H 2.156 5.514 -3.199 0.001 -0.003 0.001 0.455
H 3.328 5.676 -1.029 -0.003 0.001 -0.002 0.459
H 3.184 3.835 0.592 -0.023 0.009 -0.005 0.452
H -4.904 0.270 -0.172 -0.003 0.002 -0.001 0.644
H -6.071 1.476 1.642 0.001 0.004 -0.003 0.484
H -4.785 2.592 3.400 0.000 0.001 -0.005 0.491
H -3.097 -1.975 1.127 0.002 -0.004 0.013 0.489
H -4.354 -4.080 0.904 0.000 0.003 0.000 0.501
H -5.017 -4.894 -1.333 0.001 0.001 0.000 0.458
H -4.433 -3.602 -3.352 -0.001 -0.001 0.002 0.513
H -3.183 -1.492 -3.156 0.005 -0.004 0.002 0.457
H -3.207 2.510 -1.532 0.003 0.000 0.001 0.477
H -3.096 3.761 -3.655 0.000 -0.004 -0.008 0.492
H -1.887 2.818 -5.589 -0.002 0.000 0.003 0.466
H -0.746 0.637 -5.406 -0.002 -0.005 0.010 0.486
H -0.823 -0.624 -3.284 -0.021 -0.011 -0.006 0.351
```
Forces are in eV/Å.